Entry 1:
The following is a quantum chemistry calculation of an isolated molecule of C22H17ClN4O4, from the Open Molecules 2025 dataset.

Properties
- SMILES: COc1ccc(-c2nc3ccccc3c(=O)n2NC(=O)c2cccnc2Cl)cc1OC
- Spin multiplicity: 1
- Frontier orbital gap: 0.3056 Ha
- Highest occupied orbital energy: -8.004 eV
- Total charge: 0

XYZ file:
```
48
Properties=species:S:1:pos:R:3:forces:R:3
C 3.348 -3.929 -2.124 0.08 -0.37 -0.34
O 3.416 -3.087 -0.993 0.00 0.29 0.15
C 2.654 -1.968 -0.896 -0.07 0.23 0.14
C 2.623 -1.412 0.382 0.06 -0.08 -0.26
C 1.882 -0.288 0.672 0.04 0.15 -0.22
C 1.164 0.333 -0.342 0.40 -0.44 -0.02
C 0.343 1.519 -0.084 0.14 0.16 -0.23
N 0.436 2.550 -0.844 0.43 -0.49 -0.27
C -0.295 3.666 -0.552 -0.54 0.32 0.51
C -0.192 4.784 -1.391 -0.06 0.05 0.05
C -0.894 5.930 -1.101 0.09 -0.09 -0.08
C -1.715 6.000 0.025 -0.11 -0.02 0.17
C -1.836 4.914 0.859 0.00 -0.02 0.04
C -1.129 3.740 0.581 0.19 0.22 -0.41
C -1.282 2.567 1.417 -0.13 -0.22 0.20
O -1.992 2.442 2.400 -0.04 0.13 0.01
N -0.508 1.481 0.999 -0.34 -0.24 0.20
N -0.738 0.286 1.678 0.16 0.61 0.30
C -1.299 -0.776 1.017 -0.14 0.01 -0.14
O -1.422 -0.825 -0.182 -0.20 0.08 0.06
C -1.665 -1.885 1.947 -0.12 -0.33 0.05
C -2.537 -1.682 3.012 0.13 -0.19 -0.11
C -2.898 -2.758 3.809 0.04 0.01 -0.07
C -2.371 -4.003 3.504 -0.23 0.23 0.24
N -1.533 -4.207 2.503 0.34 -0.19 -0.37
C -1.191 -3.187 1.747 -0.31 0.23 0.31
Cl -0.076 -3.510 0.488 0.22 -0.17 -0.25
C 1.220 -0.180 -1.633 0.00 0.02 0.15
C 1.938 -1.328 -1.929 0.08 -0.04 0.03
O 1.989 -1.865 -3.187 0.21 -0.06 0.33
C 1.150 -1.325 -4.181 -0.11 0.06 -0.16
H 2.323 -4.250 -2.322 0.05 0.01 -0.01
H 3.956 -4.796 -1.866 -0.06 0.04 -0.03
H 3.756 -3.448 -3.014 -0.05 -0.08 0.10
H 3.193 -1.912 1.149 0.07 -0.08 0.08
H 1.882 0.110 1.675 -0.02 0.00 0.07
H 0.449 4.715 -2.256 0.08 -0.02 -0.08
H -0.810 6.789 -1.751 0.02 0.06 -0.06
H -2.257 6.909 0.238 -0.05 0.06 0.03
H -2.468 4.936 1.734 -0.06 0.02 0.06
H -0.952 0.442 2.658 0.10 -0.03 -0.25
H -2.946 -0.699 3.197 -0.02 0.12 0.01
H -3.576 -2.631 4.637 -0.07 -0.01 0.07
H -2.623 -4.883 4.079 -0.08 -0.01 0.12
H 0.661 0.334 -2.396 -0.06 0.01 -0.14
H 1.439 -0.302 -4.440 -0.03 -0.03 0.02
H 0.102 -1.344 -3.871 0.02 0.02 -0.01
H 1.284 -1.967 -5.051 -0.05 0.09 0.02
```
Forces are in eV/Å.

Entry 2:
The following is a quantum chemistry calculation of a structure of composition C22H17CoIN3, from the Open Molecules 2025 dataset.

Properties
- Spin multiplicity: 5
- Frontier orbital gap (alpha / beta): 0.2708 / 0.2630 Ha
- Highest occupied orbital energy (alpha / beta): -7.101 / -7.383 eV
- Total charge: 0

XYZ file:
```
44
Properties=species:S:1:pos:R:3:forces:R:3
Co -0.295 0.202 0.169 -0.21 -0.40 -0.25
C -3.619 2.628 -1.453 -0.06 0.01 0.00
C -4.599 2.367 -0.503 0.04 0.00 -0.02
C -4.279 1.638 0.625 0.02 0.02 -0.01
C -2.972 1.182 0.807 -0.01 0.11 -0.13
N -2.041 1.435 -0.130 0.14 -0.04 0.00
C -2.354 2.127 -1.225 0.03 -0.06 0.02
C -2.520 0.396 1.981 0.04 -0.11 0.23
C -3.318 0.296 3.123 0.00 0.02 -0.03
C -2.880 -0.434 4.214 0.01 -0.01 0.01
C -1.640 -1.056 4.168 0.01 -0.01 0.03
C -0.848 -0.936 3.034 0.00 -0.03 -0.01
C -1.256 -0.221 1.908 -0.02 0.16 -0.10
H -3.833 3.189 -2.351 0.00 0.00 0.00
H -5.611 2.722 -0.648 0.00 0.01 0.00
H -5.043 1.410 1.352 0.02 -0.01 0.02
H -1.551 2.260 -1.939 0.00 0.01 -0.01
H -4.275 0.799 3.186 -0.01 0.01 -0.02
H -3.498 -0.508 5.100 -0.01 0.00 0.00
H -1.289 -1.626 5.020 -0.01 0.00 0.01
H 0.125 -1.422 3.037 0.00 -0.01 0.00
N 0.160 -0.369 -1.530 -0.02 0.46 0.63
C 0.890 -0.826 -2.518 0.11 -0.18 -0.34
C 0.762 -2.172 -2.993 0.07 0.08 0.00
C 1.555 -2.648 -4.013 0.00 -0.01 0.01
C 2.516 -1.827 -4.605 0.03 0.00 -0.04
C 2.671 -0.509 -4.171 0.01 -0.02 -0.04
C 1.875 -0.009 -3.167 -0.13 -0.08 0.07
H 0.018 -2.801 -2.522 -0.02 0.01 0.02
H 1.438 -3.669 -4.357 0.00 0.00 0.00
H 3.139 -2.212 -5.402 0.01 0.00 0.00
H 3.417 0.124 -4.636 0.00 0.00 0.00
H 1.974 1.014 -2.825 0.00 0.01 0.01
I 5.132 2.619 1.896 -0.01 -0.01 0.00
C 3.946 0.971 1.445 -0.02 -0.06 -0.01
C 4.460 -0.315 1.483 0.02 0.01 0.00
C 3.621 -1.373 1.170 0.05 0.03 0.01
C 2.309 -1.106 0.831 -0.05 0.08 -0.04
N 1.818 0.135 0.796 -0.03 0.03 -0.04
C 2.617 1.154 1.094 -0.01 0.02 0.02
H 5.494 -0.488 1.750 0.00 0.00 0.00
H 3.985 -2.391 1.184 -0.01 -0.01 0.00
H 1.617 -1.896 0.564 0.01 -0.01 0.00
H 2.182 2.145 1.051 0.00 0.00 0.00
```
Forces are in eV/Å.

Entry 3:
The following is a quantum chemistry calculation of a cluster of 2 separate species, C22H17FNO2 in total in a non-equilibrium geometry, from the Open Molecules 2025 dataset.

Properties
- Spin multiplicity: 1
- Frontier orbital gap: 0.1704 Ha
- Highest occupied orbital energy: -10.666 eV
- Total charge: +1

XYZ file:
```
43
Properties=species:S:1:pos:R:3:forces:R:3
F 6.155 0.921 2.109 -1.85 -0.44 -0.04
C 4.825 0.601 2.079 1.45 0.05 0.10
C 4.467 -0.747 2.069 -0.27 0.01 -0.02
C 3.118 -1.054 2.040 -0.29 0.15 0.02
C 2.101 -0.045 2.025 0.61 -0.12 -0.10
C 0.754 -0.503 2.003 0.08 0.53 0.19
C -0.482 0.196 2.023 -0.70 0.06 -0.06
C -1.671 -0.604 1.996 0.47 0.04 0.02
C -2.933 -0.038 2.014 -0.15 0.08 0.00
C -3.078 1.358 2.051 0.32 -0.55 -0.03
C -1.939 2.170 2.073 0.50 0.06 0.01
C -0.665 1.610 2.067 -0.32 -0.01 -0.02
C 2.544 1.311 2.022 0.40 -0.01 0.05
C 3.895 1.636 2.064 -0.72 -0.01 -0.05
H 5.222 -1.529 2.089 -0.10 0.26 -0.02
H 2.796 -2.096 2.026 0.20 0.23 0.02
H 0.654 -1.591 2.018 0.01 0.24 -0.12
H -1.549 -1.689 1.967 -0.16 0.29 -0.02
H -3.815 -0.681 2.004 0.30 0.23 -0.02
H -4.071 1.803 2.068 0.24 -0.10 -0.02
H -2.041 3.257 2.102 0.02 -0.40 0.00
H 0.186 2.279 2.107 -0.44 -0.12 0.00
H 1.833 2.126 1.984 0.38 -0.19 0.01
H 4.216 2.677 2.084 0.01 -0.33 -0.04
O -4.864 -0.979 -3.377 1.00 0.92 1.13
C -4.037 -0.416 -2.676 -0.47 -0.48 -0.61
O -4.357 0.495 -1.714 -0.63 -0.35 -0.36
C -2.568 -0.625 -2.757 0.73 0.11 0.21
C -1.670 0.053 -1.913 -0.22 -0.23 -0.20
C -0.302 -0.189 -2.049 0.47 -0.74 -0.74
C 0.166 -1.120 -3.037 -0.06 0.64 0.68
N 1.547 -1.164 -2.946 -0.11 -0.08 -0.02
C 1.980 -0.311 -1.945 -1.25 0.41 0.28
C 0.869 0.302 -1.383 0.69 -0.28 -0.04
C -0.719 -1.793 -3.872 -0.64 -0.04 -0.09
C -2.086 -1.535 -3.723 0.61 -0.07 -0.01
H -5.329 0.572 -1.744 0.27 0.02 0.01
H -2.004 0.758 -1.153 -0.13 -0.17 -0.27
H 2.145 -1.735 -3.532 -0.24 0.28 0.27
H 3.032 -0.182 -1.707 -0.29 -0.10 -0.18
H 0.841 1.032 -0.586 0.28 -0.02 -0.12
H -0.350 -2.496 -4.616 -0.19 0.11 0.09
H -2.816 -2.037 -4.355 0.19 0.10 0.12
```
Forces are in eV/Å.

Entry 4:
The following is a quantum chemistry calculation of a structure of composition C22H18AuN4O2Se in a non-equilibrium geometry, from the Open Molecules 2025 dataset.

Properties
- Spin multiplicity: 1
- Frontier orbital gap: 0.2404 Ha
- Highest occupied orbital energy: -3.796 eV
- Energy above the lowest of the compared OMol25 structures with the same formula, charge and spin: 4.9 kcal per mole
- Total charge: -1

XYZ file:
```
48
Properties=species:S:1:pos:R:3:forces:R:3
Au 0.074 -0.367 -0.280 0.00 -0.36 -0.53
O 2.088 -0.030 -0.168 0.04 -0.03 -0.40
C 2.730 -0.018 0.957 0.04 -0.06 0.08
C 4.143 -0.034 0.844 0.22 0.14 -0.05
C 4.985 -0.009 1.926 -0.01 -0.01 -0.13
C 4.455 -0.018 3.211 0.12 0.01 0.44
C 3.088 -0.047 3.362 0.02 0.07 -0.04
C 2.192 -0.025 2.287 0.52 0.03 -0.25
C 0.797 -0.154 2.653 -1.27 -0.13 0.13
N -0.181 0.255 1.935 0.77 0.12 0.07
N -1.482 0.064 2.267 -0.48 -0.08 0.98
C -2.272 -0.318 1.303 0.82 -0.26 -0.14
O -1.941 -0.725 0.116 -0.16 0.32 -0.18
C -3.722 -0.326 1.596 -0.59 -0.27 0.07
C -4.222 -0.253 2.895 0.21 -0.07 -0.12
C -5.586 -0.254 3.116 -0.17 -0.06 0.09
C -6.470 -0.329 2.052 -0.09 -0.08 0.02
C -5.983 -0.426 0.758 -0.19 -0.06 0.12
C -4.622 -0.433 0.534 0.33 -0.05 0.05
H 4.542 -0.041 -0.163 -0.05 -0.01 -0.03
H 6.060 0.010 1.779 0.00 -0.02 -0.02
H 5.097 -0.012 4.082 0.05 0.00 0.02
H 2.668 -0.065 4.361 -0.02 -0.04 0.06
H 0.610 -0.704 3.585 -0.16 0.08 0.04
H -3.525 -0.200 3.717 0.08 0.02 0.03
H -5.970 -0.194 4.127 0.01 0.01 0.05
H -7.536 -0.298 2.228 -0.11 -0.05 0.03
H -6.672 -0.487 -0.076 0.01 0.01 -0.02
H -4.223 -0.517 -0.467 0.03 0.01 -0.01
C -2.393 2.424 -2.235 0.07 -0.03 -0.37
N -2.642 2.678 -0.848 0.09 -0.24 0.52
C -1.682 2.771 0.114 0.41 0.57 0.02
Se 0.076 3.000 -0.139 0.71 0.12 -0.17
N -2.309 2.837 1.319 -0.02 -0.13 -0.26
C -3.666 2.774 1.139 -0.62 0.18 -0.33
C -4.725 2.835 2.024 0.15 0.06 -0.15
C -6.002 2.813 1.490 -0.06 0.10 0.04
C -6.214 2.731 0.121 -0.10 0.11 -0.06
C -5.158 2.672 -0.774 0.15 0.05 -0.03
C -3.879 2.691 -0.250 -0.53 0.10 0.55
H -1.315 2.397 -2.385 -0.07 0.03 0.03
H -2.832 3.211 -2.852 0.01 0.00 -0.02
H -2.816 1.457 -2.512 -0.02 -0.01 -0.01
H -1.809 2.711 2.185 0.06 -0.03 -0.10
H -4.556 2.888 3.087 0.01 0.00 0.15
H -6.852 2.861 2.153 -0.09 -0.05 0.09
H -7.226 2.703 -0.254 -0.11 0.02 -0.05
H -5.333 2.618 -1.835 0.01 -0.05 -0.18
```
Forces are in eV/Å.

Calculated E_tot in order - -49762.42384, -73285.86719, -31385.84526, -102201.41130 eV